1.
# C14H19N3O4

One molecule with the formula C14H19N3O4 in a non-equilibrium geometry (ωB97M-V with the def2-TZVPD basis set, the OMol25 dataset).

Summary:
Electronic energy in eV: -27485.935
Kohn-Sham gap in eV: 9.772
Lowest unoccupied orbital energy in Ha: 0.0239
Molecular weight in u: 293.32
Relative energy (zero: lowest compared OMol25 entry of this formula, charge and spin) in kcal per mole: 64.0
E_HOMO in eV: -9.1

Last column: Mulliken charge in e.
Atoms and positions in Å:
C (0.300, -2.888, -0.639)  0.662
C (0.902, -1.603, -1.017)  -0.294
C (-1.291, -2.695, -0.990)  -1.531
C (-1.969, -1.580, -0.146)  0.820
C (-2.432, -0.374, -0.813)  -0.668
C (-2.059, -1.647, 1.150)  0.068
C (-2.945, 0.607, 0.003)  -0.153
C (-2.611, -0.625, 1.967)  -0.590
C (-3.132, 0.527, 1.372)  -0.611
C (2.150, 0.335, -0.278)  0.309
C (3.391, 0.472, 0.616)  -0.021
C (1.149, 1.535, 0.073)  -1.128
C (-0.006, 1.755, -0.951)  0.561
C (-0.814, 2.863, -0.343)  0.306
H (-0.221, -3.957, 1.094)  0.210
H (1.325, -3.537, 0.954)  0.224
H (0.685, -3.803, -1.161)  0.377
H (-1.978, -3.572, -0.770)  0.447
H (-1.319, -2.338, -2.014)  0.456
H (-2.303, -0.105, -1.813)  0.675
H (-1.720, -2.605, 1.801)  -0.079
H (-3.400, 1.469, -0.464)  0.325
H (-2.570, -0.778, 3.046)  0.374
H (-3.407, 1.362, 2.017)  0.373
H (1.486, -1.266, 0.950)  0.374
H (2.346, 0.116, -1.322)  0.615
H (1.686, 2.571, 0.092)  0.452
H (0.743, 1.618, 1.106)  0.436
H (0.435, 1.975, -1.952)  0.313
H (-0.706, 0.928, -1.110)  -0.533
H (-2.453, 4.176, -0.542)  0.238
H (-2.283, 3.179, -1.941)  0.223
H (5.102, 1.157, 0.670)  0.343
N (0.423, -3.237, 0.824)  -0.745
N (1.551, -0.917, -0.012)  -0.128
N (-1.884, 3.515, -1.029)  -0.428
O (0.802, -1.184, -2.163)  -0.664
O (3.352, 0.297, 1.795)  -0.518
O (-0.650, 3.302, 0.775)  -0.641
O (4.513, 1.059, -0.049)  -0.449

***

2.
# C9H28O5

A 5-piece molecular cluster, C9H28O5 overall in a non-equilibrium geometry (ωB97M-V with the def2-TZVPD basis set, the OMol25 dataset).

Summary:
Electronic energy in eV: -20017.387
Kohn-Sham gap in eV: 9.676
Lowest unoccupied orbital energy in Ha: 0.0053
Molecular weight in u: 216.32
Relative energy (zero: lowest compared OMol25 entry of this formula, charge and spin) in kcal per mole: 165.6
E_HOMO in eV: -9.5

Last column: Mulliken charge in e.
Atoms and positions in Å:
C (-1.375, -4.755, 2.831)  -0.544
O (-0.294, -4.910, 1.815)  -0.557
H (-1.780, -5.608, 3.167)  0.313
H (-2.051, -3.889, 2.363)  0.169
H (-0.857, -4.361, 3.693)  0.219
H (-0.164, -4.201, 1.309)  0.385
C (-3.587, -0.118, -1.517)  -0.721
O (-2.275, -0.567, -1.578)  -0.485
H (-4.092, -0.506, -2.488)  0.326
H (-3.875, 0.958, -1.491)  0.254
H (-3.978, -0.653, -0.618)  0.236
H (-2.181, -1.117, -2.379)  0.312
C (-1.411, 1.590, 0.854)  -0.878
O (-1.171, 1.536, -0.516)  -0.461
H (-1.135, 2.515, 1.160)  0.453
H (-0.874, 0.970, 1.427)  0.188
H (-2.565, 1.494, 0.947)  0.309
H (-1.574, 0.749, -0.910)  0.421
C (2.189, 2.867, -2.015)  -1.054
C (2.017, 3.532, -0.666)  0.587
C (0.957, 4.647, -0.772)  -2.047
O (1.536, 2.640, 0.233)  -0.498
H (2.339, 3.531, -2.833)  0.391
H (1.212, 2.196, -2.291)  0.103
H (2.742, 1.957, -2.012)  0.353
H (2.871, 4.096, -0.215)  0.312
H (0.782, 5.132, 0.104)  0.487
H (-0.020, 4.374, -1.033)  0.411
H (1.268, 5.209, -1.392)  0.792
H (0.680, 2.328, -0.064)  0.247
C (2.103, -2.493, 1.445)  -1.716
C (1.067, -1.543, 0.587)  1.150
C (1.551, -1.187, -0.702)  -1.898
O (0.039, -2.438, 0.391)  -0.443
H (3.006, -1.889, 1.389)  0.383
H (2.233, -3.411, 0.998)  0.473
H (1.838, -2.835, 2.353)  0.500
H (0.663, -0.705, 1.493)  -0.116
H (2.000, -1.991, -1.058)  0.546
H (2.095, -0.262, -0.576)  0.357
H (0.854, -0.897, -1.345)  0.550
H (-0.781, -1.984, -0.089)  0.190

***

3.
# C5H10O3

C5H10O3 as an isolated structure in a non-equilibrium geometry (ωB97M-V with the def2-TZVPD basis set, the OMol25 dataset).

Summary:
Electronic energy in eV: -11476.459
Kohn-Sham gap in eV: 4.110
Lowest unoccupied orbital energy in Ha: -0.1815
Molecular weight in u: 118.13
Relative energy (zero: lowest compared OMol25 entry of this formula, charge and spin) in kcal per mole: 316.6
E_HOMO in eV: -9.0

Last column: Mulliken charge in e.
Atoms and positions in Å:
O (-1.938, 1.230, 2.396)  -0.360
C (-1.360, 0.038, 2.027)  -0.290
C (-0.944, -0.012, 0.465)  -0.208
C (-0.296, 1.271, -0.078)  -0.679
C (1.854, -1.452, -1.505)  0.154
C (2.063, -1.578, -0.111)  -0.335
O (2.622, -0.386, -0.214)  -0.229
H (-0.339, -0.125, 2.419)  0.287
H (-0.312, -0.903, 0.359)  0.175
H (-1.875, -0.240, -0.072)  0.346
H (-0.926, 2.098, 0.267)  0.409
H (-0.310, 1.223, -1.193)  0.175
H (2.434, -1.950, -2.227)  0.321
H (0.994, -0.856, -1.834)  0.119
H (-1.975, -0.870, 2.345)  0.317
H (0.801, 1.195, 0.262)  0.252
H (-1.734, 0.364, -3.250)  0.212
O (-1.267, 0.463, -2.415)  -0.667

***

4.
# C4H6O2

One molecule with the formula C4H6O2 (ωB97M-V with the def2-TZVPD basis set, the OMol25 dataset).

Summary:
Electronic energy in eV: -8335.289
Kohn-Sham gap in eV: 8.566
Lowest unoccupied orbital energy in Ha: 0.0057
Molecular weight in u: 86.09
Relative energy (zero: lowest compared OMol25 entry of this formula, charge and spin) in kcal per mole: 119.3
E_HOMO in eV: -8.4

Last column: Mulliken charge in e.
Atoms and positions in Å:
O (-1.057, -0.614, -0.743)  -0.161
C (-2.111, -1.232, -0.204)  -0.274
C (-0.352, -0.387, 0.525)  -0.379
C (0.518, 0.795, 0.210)  -0.578
C (1.697, 0.384, -0.637)  0.067
O (2.108, -0.749, -0.689)  -0.464
H (-2.963, -0.558, -0.473)  0.146
H (0.172, -1.293, 0.829)  0.300
H (-1.068, -0.097, 1.312)  0.378
H (-0.081, 1.557, -0.304)  0.282
H (0.889, 1.241, 1.139)  0.341
H (2.187, 1.200, -1.202)  0.344

***

5.
# C2H4N3O

An isolated ion of composition C2H4N3O and charge +1 in a non-equilibrium geometry (ωB97M-V with the def2-TZVPD basis set, the OMol25 dataset).

Summary:
Electronic energy in eV: -8645.119
Kohn-Sham gap in eV: 12.072
Net charge: +1
Lowest unoccupied orbital energy in Ha: -0.2263
Molecular weight in u: 86.07
Relative energy (zero: lowest compared OMol25 entry of this formula, charge and spin) in kcal per mole: 87.5
E_HOMO in eV: -18.2

Last column: Mulliken charge in e.
Atoms and positions in Å:
C (0.718, 1.118, 0.027)  0.118
C (-1.286, -0.564, -0.074)  -0.760
N (1.998, 0.869, -0.030)  -0.180
N (0.977, -1.046, -0.007)  -0.117
N (0.086, -0.135, 0.013)  0.386
O (2.155, -0.440, -0.070)  0.071
H (0.157, 2.094, 0.104)  0.395
H (-1.559, -0.433, -1.053)  0.363
H (-1.427, -1.465, 0.412)  0.353
H (-1.819, 0.002, 0.677)  0.371